Molecular formula: C15H13Cl2NO4
Method: DFT, ωB97M-V/def2-TZVPD

Summary:
ΔE to the lowest compared entry with this formula, charge and spin, kcal/mol: 0.0
HOMO-LUMO gap, eV: 8.70
SMILES: COc1cc(Oc2ccc(Cl)cc2Cl)ccc1N(O)C(C)=O

Each line ends with the natural charge from an NBO analysis.
Geometry (Å):
1 Cl -3.549 -0.378 3.867  0.03
2 Cl -6.289 -3.395 0.304  -0.01
3 O 0.292 1.347 -1.893  -0.53
4 O 2.622 3.115 -0.983  -0.53
5 O 4.284 0.027 -0.989  -0.60
6 O -1.313 -0.747 2.141  -0.47
7 N 2.862 1.757 -0.639  -0.18
8 C -0.514 0.399 0.085  -0.41
9 C -3.642 -1.139 2.313  -0.06
10 C -2.437 -1.184 1.568  0.25
11 C -0.355 -0.077 1.383  0.39
12 C -3.519 -2.725 0.024  -0.22
13 C 2.072 0.389 1.211  -0.16
14 C -4.823 -1.773 1.898  -0.25
15 C -2.378 -1.950 0.418  -0.25
16 C 4.142 1.231 -0.868  0.65
17 C -0.279 0.319 -2.701  -0.26
18 C 5.261 2.107 -1.261  -0.71
19 C 0.474 0.928 -0.601  0.36
20 C 0.959 -0.140 1.878  -0.29
21 C -4.771 -2.574 0.757  -0.02
22 C 1.797 1.017 -0.027  0.04
23 H -0.135 -0.730 -2.198  0.18
24 H 6.241 1.836 -0.829  0.25
25 H 3.061 0.236 1.595  0.24
26 H -1.310 0.625 -2.910  0.19
27 H 5.177 2.290 -2.310  0.25
28 H 5.144 3.089 -0.807  0.23
29 H 0.290 0.175 -3.574  0.20
30 H -5.820 -1.658 2.325  0.25
31 H 1.199 -0.775 2.762  0.23
32 H -1.512 0.490 -0.297  0.24
33 H -1.413 -1.940 -0.174  0.24
34 H -3.546 -3.443 -0.799  0.24
35 H 1.726 3.251 -0.671  0.48

Molecular formula: C6H15NO
Method: DFT, ωB97M-V/def2-TZVPD

Summary:
ΔE to the lowest compared entry with this formula, charge and spin, kcal/mol: 59.5
HOMO-LUMO gap, eV: 10.45
SMILES: CCC(N)=O.CCC

Each line ends with the natural charge from an NBO analysis.
Geometry (Å):
1 O -0.134 -1.581 3.619  -0.60
2 N -1.213 -1.958 1.680  -0.84
3 C 1.313 0.532 2.475  -0.60
4 C 0.099 0.073 -1.889  -0.39
5 C -0.435 -1.203 2.519  0.70
6 C 0.987 0.228 -3.060  -0.61
7 C -0.158 0.185 1.792  -0.51
8 C -0.975 1.137 -1.845  -0.60
9 H 1.888 -0.398 -3.151  0.22
10 H 1.350 1.534 2.034  0.21
11 H -1.565 -2.783 2.003  0.37
12 H 1.453 0.335 3.556  0.24
13 H 2.006 0.043 1.962  0.19
14 H -0.679 2.181 -1.864  0.21
15 H 1.318 1.254 -3.192  0.21
16 H -1.100 0.639 2.101  0.22
17 H -0.355 -0.896 -1.785  0.20
18 H -1.630 0.971 -0.954  0.20
19 H -1.783 -1.720 0.913  0.39
20 H 0.419 -0.149 -3.994  0.20
21 H 0.765 0.242 -0.921  0.18
22 H -0.071 0.158 0.683  0.22
23 H -1.497 1.178 -2.682  0.20

Molecular formula: C2HNO2S
Method: DFT, ωB97M-V/def2-TZVPD

Summary:
ΔE to the lowest compared entry with this formula, charge and spin, kcal/mol: 140.3
HOMO-LUMO gap, eV: 4.51
Total charge: -2

Each line ends with the natural charge from an NBO analysis.
Geometry (Å):
1 S -3.795 0.245 0.002  -0.50
2 O 2.459 1.047 -0.062  -0.74
3 O 2.259 -1.323 -0.142  -0.63
4 N 0.808 -0.668 0.055  -0.37
5 C -2.153 -0.113 -0.204  -0.56
6 C 1.865 0.035 -0.021  0.74
7 H -1.444 0.776 0.371  0.06

Please write out number 2 again, unchanged.
Molecular formula: C6H15NO
Method: DFT, ωB97M-V/def2-TZVPD

Summary:
ΔE to the lowest compared entry with this formula, charge and spin, kcal/mol: 59.5
HOMO-LUMO gap, eV: 10.45
SMILES: CCC(N)=O.CCC

Each line ends with the natural charge from an NBO analysis.
Geometry (Å):
1 O -0.134 -1.581 3.619  -0.60
2 N -1.213 -1.958 1.680  -0.84
3 C 1.313 0.532 2.475  -0.60
4 C 0.099 0.073 -1.889  -0.39
5 C -0.435 -1.203 2.519  0.70
6 C 0.987 0.228 -3.060  -0.61
7 C -0.158 0.185 1.792  -0.51
8 C -0.975 1.137 -1.845  -0.60
9 H 1.888 -0.398 -3.151  0.22
10 H 1.350 1.534 2.034  0.21
11 H -1.565 -2.783 2.003  0.37
12 H 1.453 0.335 3.556  0.24
13 H 2.006 0.043 1.962  0.19
14 H -0.679 2.181 -1.864  0.21
15 H 1.318 1.254 -3.192  0.21
16 H -1.100 0.639 2.101  0.22
17 H -0.355 -0.896 -1.785  0.20
18 H -1.630 0.971 -0.954  0.20
19 H -1.783 -1.720 0.913  0.39
20 H 0.419 -0.149 -3.994  0.20
21 H 0.765 0.242 -0.921  0.18
22 H -0.071 0.158 0.683  0.22
23 H -1.497 1.178 -2.682  0.20